Version w
The following is a DFT calculation (the ωB97M-V functional and the def2-TZVPD basis) of a 2-piece molecular cluster, C9H14 overall.

Output
orbital gap (spin up / spin down) = 9.39 / 5.29 eV
E_HOMO (spin up / spin down) = -0.5085 / -0.5085 Ha

Geometry as ORCA input:
```
! wB97M-V def2-TZVPD RIJCOSX def2/J DEFGRID3
* xyz 1 2
C 0.89010 3.37777 1.04298
C -0.08284 3.12269 -0.07671
H 0.62202 2.84928 1.99605
H 1.83473 2.83829 0.84502
H 1.08226 4.50271 1.24512
H -0.61508 3.94643 -0.36133
H -0.61224 2.19832 0.12574
H 0.50670 2.74482 -1.06134
C -0.79368 -0.33042 1.97644
C -0.96808 -1.33309 -1.67111
C -1.25718 -0.92153 -0.37752
C 0.38187 -1.75087 -1.92829
C -0.41108 -0.91951 0.67713
C 1.27712 -1.77193 -0.81825
C 0.90446 -1.27358 0.41902
H -1.77902 -1.55676 -2.33591
H -2.27456 -0.63235 -0.30260
H 0.64269 -1.88290 -2.98574
H 2.29319 -2.14428 -0.92769
H -1.62369 0.36035 1.88408
H -0.01567 0.01113 2.55092
H 1.53389 -1.39300 1.19736
H -1.23943 -1.03939 2.66817
*
```

=====

Version x
The following is a DFT calculation (the ωB97M-V functional and the def2-TZVPD basis) of a 2-piece molecular cluster, C9H14 overall.

Output
orbital gap (spin up / spin down) = 9.80 / 6.11 eV
E_HOMO (spin up / spin down) = -0.5254 / -0.5254 Ha

Geometry as ORCA input:
```
! wB97M-V def2-TZVPD RIJCOSX def2/J DEFGRID3
* xyz 1 2
C 1.28497 1.72264 -2.84807
C -0.14946 1.94096 -2.34931
H 1.93658 2.51642 -2.50703
H 1.70379 0.75528 -2.55504
H 1.31483 1.69256 -3.93856
H -0.88814 1.78000 -3.13522
H -0.29012 3.03083 -2.28686
H -0.36216 1.52123 -1.37408
C -1.98442 -1.80534 0.20937
C -0.95141 -1.21278 2.43262
C -0.88293 -1.23372 1.02112
C 0.10614 -0.73326 3.15883
C 0.36146 -0.82818 0.39705
C 1.23092 -0.15723 2.47030
C 1.40983 -0.31320 1.08939
H -1.85371 -1.46547 2.97957
H 0.16246 -0.87619 4.22628
H -1.72181 -1.79995 -0.84765
H -2.87297 -1.18798 0.34654
H 0.37638 -0.91464 -0.68460
H 1.95567 0.41418 3.03639
H 2.33907 -0.02647 0.62163
H -2.22496 -2.81970 0.53734
*
```

=====

Question: of the structures shown, which is the most stable? Reply: version x.